No. 1
{"formula": "C2H5OPS", "method": "ωB97M-V/def2-TZVPD", "elements": ["S", "P", "O", "C", "C", "H", "H", "H", "H", "H"], "xyz": [[3.219, 0.349, 0.040], [-0.391, 0.639, -0.281], [-3.091, 0.461, -0.019], [1.322, -0.282, 0.121], [-1.892, -0.029, 0.304], [3.486, 0.481, -1.211], [-3.009, 0.897, -0.811], [1.199, -1.295, -0.448], [-1.912, -0.705, 1.158], [1.069, -0.517, 1.147]], "smiles": "O/C=P/CS", "homo_lumo_gap_ev": 8.795, "de_lowest_ev": 2.9944, "total_energy_ha": -893.8628, "spin_multiplicity": 1, "max_force_ev_per_a": 3.770}

No. 2
{"formula": "C2H3IO2S", "method": "ωB97M-V/def2-TZVPD", "elements": ["I", "S", "O", "O", "C", "C", "H", "H", "H"], "xyz": [[-2.932, -0.622, 1.303], [-0.903, 0.140, -0.764], [-0.708, -1.042, -1.572], [-1.454, 1.253, -1.493], [1.527, -0.242, 0.387], [0.446, 0.492, 0.391], [1.755, -0.930, -0.428], [0.010, 1.043, 1.089], [2.259, -0.091, 1.087]], "smiles": "C=CS(=O)(=O)I", "homo_lumo_gap_ev": [7.048, 7.047], "de_lowest_ev": 1.0991, "total_energy_ha": -924.2679, "spin_multiplicity": 1, "max_force_ev_per_a": 4.354}

No. 3
{"formula": "C11H15NOS", "method": "ωB97M-V/def2-TZVPD", "elements": ["S", "O", "N", "C", "C", "C", "C", "C", "C", "C", "C", "C", "C", "C", "H", "H", "H", "H", "H", "H", "H", "H", "H", "H", "H", "H", "H", "H", "H"], "xyz": [[1.528, 0.867, -2.312], [2.905, 0.419, -2.469], [2.863, 4.795, -0.202], [0.152, -0.218, 1.814], [-0.483, 1.066, 1.248], [-0.116, -0.539, -0.557], [-1.407, -1.337, -0.487], [0.884, -0.793, 0.602], [2.021, 0.208, 0.276], [1.251, 1.174, -0.553], [0.510, -0.682, -1.948], [2.326, 3.795, -0.357], [-1.150, 1.822, -1.115], [-0.210, 0.995, -0.263], [2.840, -0.220, -0.309], [2.445, 0.639, 1.183], [1.220, -1.821, 0.728], [-0.601, -0.909, 2.196], [1.177, -1.536, -2.039], [-0.964, 1.668, -2.174], [-1.012, 2.878, -0.894], [-2.184, 1.562, -0.897], [-0.256, -0.739, -2.720], [0.843, -0.012, 2.632], [-1.865, -1.296, 0.497], [-0.038, 1.965, 1.673], [-1.555, 1.101, 1.433], [-1.201, -2.381, -0.726], [-2.124, -0.957, -1.213]], "homo_lumo_gap_ev": [8.970, 4.829], "de_lowest_ev": 0.0000, "total_energy_ha": -956.0939, "spin_multiplicity": 3, "s_squared": 2.02, "max_force_ev_per_a": 1.709}

No. 4
{"formula": "C2H3LiO4Tl", "method": "ωB97M-V/def2-TZVPD", "elements": ["Tl", "O", "O", "O", "O", "C", "C", "Li", "H", "H", "H"], "xyz": [[-1.054, -0.325, 0.190], [0.190, -1.151, 1.350], [-3.925, 0.957, -1.275], [0.626, 0.763, -0.449], [-3.600, -0.246, -2.148], [1.463, -0.678, 1.234], [1.599, 0.397, 0.203], [-1.997, 1.162, -2.200], [2.601, 0.804, -0.024], [2.217, -1.449, 0.949], [1.878, -0.233, 2.170]], "homo_lumo_gap_ev": [8.225, 4.834], "total_energy_ha": -558.4678, "spin_multiplicity": 1, "charge": 1, "max_force_ev_per_a": 7.119}

No. 5
{"formula": "C33H23F6MnN5O5S4", "method": "ωB97M-V/def2-TZVPD", "elements": ["Mn", "S", "S", "S", "S", "F", "F", "F", "F", "F", "F", "O", "O", "O", "O", "O", "N", "N", "N", "N", "N", "C", "C", "C", "C", "C", "C", "C", "C", "C", "C", "C", "C", "C", "C", "C", "C", "C", "C", "C", "C", "C", "C", "C", "C", "C", "C", "C", "C", "C", "C", "C", "C", "C", "H", "H", "H", "H", "H", "H", "H", "H", "H", "H", "H", "H", "H", "H", "H", "H", "H", "H", "H", "H", "H", "H", "H"], "xyz": [[0.275, -0.098, -1.092], [0.848, -0.486, 2.526], [2.788, 0.478, -1.856], [2.944, -1.684, -0.278], [-1.102, -3.048, -1.630], [4.033, -4.008, -0.792], [4.513, 2.422, -1.694], [4.171, -2.596, -2.424], [2.288, -3.570, -1.996], [5.061, 0.822, -3.050], [3.497, 2.219, -3.597], [1.845, 1.356, -1.142], [2.128, -0.268, -2.904], [0.139, 0.346, 1.269], [1.463, -1.595, -0.360], [3.456, -2.039, 1.002], [-1.029, -1.347, -1.891], [-3.284, 6.131, 1.598], [-2.474, -1.535, -3.703], [3.625, -0.387, -0.849], [-1.012, 1.253, -1.930], [1.214, 1.452, 4.514], [-1.996, -2.802, -4.163], [-1.897, 0.673, -2.765], [3.844, 1.811, 3.617], [-1.806, -0.817, -2.789], [-1.950, 1.511, 1.388], [-1.963, 3.906, 1.592], [-2.695, 5.146, 1.612], [0.136, 2.731, 1.609], [-0.467, -1.117, 3.496], [-0.569, 1.549, 1.467], [-1.244, -3.589, -3.305], [-2.807, 1.410, -3.490], [-1.330, -3.163, 4.400], [-2.355, -2.443, 4.997], [-0.926, -5.188, -5.055], [3.038, 0.873, 2.997], [1.722, 0.713, 3.448], [-0.681, -4.770, -3.753], [2.039, 2.378, 5.123], [3.344, 2.562, 4.673], [-1.693, -4.406, -5.905], [3.397, -3.074, -1.468], [-2.441, -1.061, 4.833], [-1.008, 2.580, -1.814], [-0.384, -2.504, 3.633], [-2.216, -3.196, -5.469], [-1.497, -0.383, 4.085], [-1.903, 3.388, -2.494], [4.078, 1.570, -2.604], [-2.818, 2.794, -3.344], [-2.652, 2.701, 1.449], [-0.572, 3.920, 1.682], [-0.077, -5.368, -3.083], [1.669, 2.952, 5.962], [-3.528, 3.393, -3.897], [-1.269, -4.235, 4.525], [-3.731, 2.705, 1.380], [3.980, 3.286, 5.164], [-1.878, -4.730, -6.920], [-1.873, 4.461, -2.364], [4.866, 1.940, 3.289], [-3.040, -1.028, -4.365], [-2.458, 0.562, 1.268], [0.418, -3.053, 3.155], [-0.049, 4.861, 1.788], [-2.789, -2.570, -6.142], [-3.518, 0.941, -4.156], [-0.515, -6.124, -5.405], [-3.247, -0.511, 5.299], [-3.096, -2.957, 5.594], [0.215, 1.295, 4.890], [3.421, 0.254, 2.196], [-0.249, 2.996, -1.165], [1.218, 2.724, 1.630], [-1.583, 0.685, 3.957]], "homo_lumo_gap_ev": [6.784, 6.795], "total_energy_ha": -5263.7207, "spin_multiplicity": 4, "s_squared": 3.77, "charge": 2, "max_force_ev_per_a": 0.435}

No. 6
{"formula": "C5H7NO", "method": "ωB97M-V/def2-TZVPD", "elements": ["O", "N", "C", "C", "C", "C", "C", "H", "H", "H", "H", "H", "H", "H"], "xyz": [[-2.155, -0.042, 1.550], [-1.158, -0.612, -0.389], [-1.200, 0.052, 0.794], [1.282, 0.512, 0.419], [0.043, 0.788, 1.246], [1.208, -0.101, -0.762], [-0.069, -0.641, -1.345], [0.039, 0.449, 2.284], [0.077, -1.677, -1.680], [2.244, 0.944, 0.708], [-1.939, -1.241, -0.509], [-0.340, -0.067, -2.247], [2.087, -0.230, -1.395], [-0.134, 1.870, 1.313]], "smiles": "O=C1CC=CCN1", "homo_lumo_gap_ev": 10.414, "de_lowest_ev": 0.2418, "total_energy_ha": -324.7156, "spin_multiplicity": 1, "max_force_ev_per_a": 0.802}

No. 7
{"formula": "C9H11NO3P", "method": "ωB97M-V/def2-TZVPD", "elements": ["P", "O", "O", "O", "N", "C", "C", "C", "C", "C", "C", "C", "C", "C", "H", "H", "H", "H", "H", "H", "H", "H", "H", "H", "H"], "xyz": [[1.403, -3.449, 1.186], [1.009, -4.832, 0.766], [2.792, -3.196, 1.658], [0.438, -2.943, 2.355], [2.825, -0.742, 0.123], [0.802, -2.191, -0.164], [1.467, -0.682, 0.018], [0.935, 0.640, 0.157], [-0.350, 1.050, -0.175], [-2.767, 0.684, -0.254], [-1.479, 0.228, 0.066], [-2.994, 2.029, -0.756], [-0.598, 2.358, -0.607], [-1.804, 2.724, -1.057], [-1.213, -0.618, 0.553], [0.292, 3.006, -0.825], [-1.849, 3.804, -1.377], [-3.664, 0.059, 0.036], [3.345, 0.030, 0.440], [3.308, -1.585, -0.148], [-3.996, 2.386, -0.902], [1.122, -2.592, -1.245], [-0.307, -2.131, -0.146], [1.567, 1.440, 0.262], [1.023, -2.182, 2.476]], "homo_lumo_gap_ev": 7.296, "de_lowest_ev": 1.7821, "total_energy_ha": -971.4818, "spin_multiplicity": 1, "charge": -1, "max_force_ev_per_a": 4.940}

No. 8
{"formula": "C26H20N6S4SbTcTe", "method": "ωB97M-V/def2-TZVPD", "elements": ["Te", "Sb", "Tc", "S", "S", "S", "S", "N", "N", "N", "N", "N", "N", "C", "C", "C", "C", "C", "C", "C", "C", "C", "C", "C", "C", "C", "C", "C", "C", "C", "C", "C", "C", "C", "C", "C", "C", "C", "C", "H", "H", "H", "H", "H", "H", "H", "H", "H", "H", "H", "H", "H", "H", "H", "H", "H", "H", "H", "H"], "xyz": [[2.530, 1.941, 0.184], [4.638, 0.078, 4.540], [0.566, 0.079, 0.849], [4.649, 1.368, 1.135], [1.268, 0.158, 2.722], [4.333, 2.082, 3.051], [3.004, -1.260, 3.778], [-6.348, -5.716, 0.504], [-1.127, 1.409, 0.742], [-0.952, -1.165, 0.692], [1.530, -1.738, 0.324], [-3.522, 2.816, 0.821], [2.515, -4.293, -0.101], [-5.539, -3.468, 0.639], [-1.749, -3.400, 0.486], [2.822, -1.946, 0.058], [-2.356, 3.445, 0.788], [3.590, 6.050, -2.913], [-4.207, -3.904, 0.542], [-3.298, -1.565, 0.653], [3.574, 5.075, -3.905], [3.304, -3.233, -0.168], [-3.995, -5.288, 0.425], [-3.505, 1.489, 0.814], [2.708, 4.082, 0.166], [3.040, 4.388, -1.275], [-2.239, -0.707, 0.715], [-2.321, 0.765, 0.767], [3.308, 3.755, -3.587], [-5.087, -6.138, 0.411], [-6.558, -4.405, 0.615], [1.227, -4.087, 0.153], [2.814, 1.952, -1.923], [3.322, 5.716, -1.597], [-3.101, -2.971, 0.570], [0.708, -2.816, 0.351], [-1.155, 2.747, 0.756], [-0.722, -2.502, 0.533], [3.049, 3.408, -2.263], [-7.593, -4.094, 0.689], [3.328, 6.482, -0.832], [3.779, 5.346, -4.932], [1.778, 4.512, 0.538], [-3.010, -5.726, 0.340], [4.350, -3.401, -0.397], [-0.214, 3.276, 0.752], [3.480, -1.089, 0.037], [-4.299, -1.164, 0.654], [0.597, -4.968, 0.196], [3.507, 4.288, 0.882], [1.914, 1.522, -2.371], [3.660, 1.299, -2.148], [-2.371, 4.529, 0.795], [-4.468, 0.993, 0.849], [3.814, 7.078, -3.166], [-5.811, -2.426, 0.734], [-1.524, -4.449, 0.371], [-4.950, -7.209, 0.322], [3.314, 3.000, -4.364]], "homo_lumo_gap_ev": 4.286, "total_energy_ha": -3511.6313, "spin_multiplicity": 1, "charge": 4, "max_force_ev_per_a": 0.673}

No. 9
{"formula": "C6H12NO2", "method": "ωB97M-V/def2-TZVPD", "elements": ["O", "O", "N", "C", "C", "C", "C", "C", "C", "H", "H", "H", "H", "H", "H", "H", "H", "H", "H", "H", "H"], "xyz": [[0.661, -0.267, 1.011], [-2.306, 0.961, 0.717], [-1.927, -1.258, 0.719], [0.708, 1.084, 0.746], [-1.687, -0.034, -1.386], [1.662, 1.488, -0.099], [-2.043, 0.010, -0.101], [1.756, -0.857, 0.280], [2.482, 0.278, -0.385], [2.672, 0.216, -1.531], [-1.356, -0.920, -1.743], [1.338, -1.637, -0.552], [3.468, 0.323, 0.013], [-2.458, -1.208, 1.555], [-1.694, 0.811, -2.149], [2.400, -1.552, 0.900], [-2.255, -1.901, 0.067], [1.915, 2.386, -0.527], [-0.093, 1.571, 1.288], [-2.369, 1.829, 0.338], [-0.875, -1.327, 0.840]], "homo_lumo_gap_ev": 8.899, "de_lowest_ev": 1.9638, "total_energy_ha": -440.7108, "spin_multiplicity": 1, "charge": 1, "max_force_ev_per_a": 4.114}

No. 10
{"formula": "NO3Rb", "method": "ωB97M-V/def2-TZVPD", "elements": ["Rb", "O", "O", "O", "N"], "xyz": [[2.619, 1.560, 1.612], [1.673, 1.680, 3.514], [2.066, 1.167, 5.200], [2.375, 1.490, 8.082], [1.832, 1.379, 6.286]], "homo_lumo_gap_ev": 5.768, "de_lowest_ev": 9.8316, "total_energy_ha": -304.1008, "spin_multiplicity": 1, "max_force_ev_per_a": 4.325}

No. 11
{"formula": "C37H38MoN4OP2S2", "method": "ωB97M-V/def2-TZVPD", "elements": ["Mo", "S", "S", "P", "P", "O", "N", "N", "N", "N", "C", "C", "C", "C", "C", "C", "C", "C", "C", "C", "C", "C", "C", "C", "C", "C", "C", "C", "C", "C", "C", "C", "C", "C", "C", "C", "C", "C", "C", "C", "C", "C", "C", "C", "C", "C", "C", "H", "H", "H", "H", "H", "H", "H", "H", "H", "H", "H", "H", "H", "H", "H", "H", "H", "H", "H", "H", "H", "H", "H", "H", "H", "H", "H", "H", "H", "H", "H", "H", "H", "H", "H", "H", "H", "H"], "xyz": [[0.827, -0.039, 0.048], [2.679, -0.976, -1.136], [-0.533, 5.300, -5.801], [-0.297, 2.037, -0.545], [-0.075, 0.111, -2.218], [1.070, -0.016, 2.246], [-0.941, 1.566, -2.050], [2.936, -3.586, -1.792], [0.684, -1.990, 0.331], [1.151, -3.036, -0.415], [0.521, 3.646, -0.833], [-0.738, -2.436, -3.038], [-0.191, 4.818, -1.094], [-2.425, -1.113, 2.133], [2.210, -2.662, -1.055], [-2.956, -0.412, 3.204], [1.863, 5.982, -1.546], [-3.918, 3.185, 2.075], [0.476, 5.977, -1.456], [-0.150, 4.093, -7.082], [1.910, 3.667, -0.906], [0.465, -0.078, -4.996], [-0.731, 3.175, -3.992], [-1.084, -0.994, 1.768], [-2.710, 3.847, 2.248], [2.734, 1.509, -4.796], [-0.612, -1.634, 0.507], [1.577, 1.224, 1.616], [-2.971, -3.313, -3.196], [2.580, 4.831, -1.261], [-2.154, 0.447, 3.942], [-1.625, 3.532, 1.444], [-0.295, -0.126, 2.548], [-1.597, -3.495, -3.283], [2.042, 1.140, -3.655], [-0.813, 0.583, 3.613], [-1.733, 2.548, 0.463], [-1.634, 2.385, -3.039], [-2.626, -1.008, -2.608], [0.894, 0.356, -3.745], [1.164, 0.282, -6.141], [2.294, 1.081, -6.042], [-1.518, 4.273, -4.689], [-1.250, -1.183, -2.701], [-4.031, 2.194, 1.111], [-3.486, -2.069, -2.860], [-2.940, 1.868, 0.319], [-0.692, 4.068, 1.574], [2.638, 1.262, 1.852], [-0.158, 1.234, 4.178], [0.822, -0.060, -7.109], [-1.063, 3.663, -7.494], [-3.059, -1.770, 1.549], [-4.001, -0.531, 3.460], [3.661, 4.836, -1.317], [-4.769, 3.438, 2.695], [-1.192, -4.467, -3.531], [-3.019, 1.075, -0.415], [1.052, 2.085, 2.034], [-2.278, 3.076, -2.483], [-1.393, -2.113, -0.083], [-2.306, 1.742, -3.616], [3.619, 2.126, -4.715], [2.837, 1.363, -6.935], [-3.641, -4.143, -3.387], [-2.567, 1.005, 4.772], [-0.293, 2.502, -4.728], [3.855, -3.274, -2.057], [0.498, 3.299, -6.713], [2.456, 2.756, -0.683], [-3.029, -0.042, -2.331], [-1.929, 4.969, -3.953], [-4.966, 1.664, 0.984], [-0.424, -0.690, -5.084], [0.097, 3.621, -3.441], [2.381, 1.465, -2.678], [0.371, 4.626, -7.875], [2.921, -4.516, -1.402], [-4.557, -1.925, -2.790], [-2.365, 3.862, -5.246], [-0.084, 6.878, -1.672], [2.381, 6.888, -1.833], [-1.272, 4.824, -1.022], [-2.614, 4.615, 3.005], [0.334, -2.593, -3.092]], "homo_lumo_gap_ev": [6.531, 6.531], "de_lowest_ev": 1.1869, "total_energy_ha": -3274.2641, "spin_multiplicity": 1, "max_force_ev_per_a": 0.248}

No. 12
{"formula": "C6H9NO", "method": "ωB97M-V/def2-TZVPD", "elements": ["O", "N", "C", "C", "C", "C", "C", "C", "H", "H", "H", "H", "H", "H", "H", "H", "H"], "xyz": [[1.437, -1.350, 0.143], [-1.787, 0.125, -0.460], [0.065, 0.378, 0.956], [-1.413, -1.209, 0.220], [-0.769, 1.111, -0.018], [0.854, 1.119, 0.083], [0.111, -0.808, 0.083], [1.910, -0.020, -0.377], [-1.501, -1.344, 1.383], [2.884, 0.480, -0.149], [-1.737, -2.091, -0.266], [1.234, 2.102, 0.169], [0.110, -0.673, -1.070], [1.864, -0.206, -1.494], [-2.048, 0.094, -1.495], [-1.214, 1.996, 0.264], [0.001, 0.298, 2.028]], "homo_lumo_gap_ev": 9.779, "de_lowest_ev": 7.0116, "total_energy_ha": -363.7666, "spin_multiplicity": 1, "max_force_ev_per_a": 5.295}